[1]
ORCA calculation (ωB97M-V with the def2-TZVPD basis set) on a cluster of 3 separate species, C6H14O in total.

Each line ends with the Mulliken charge.
CARTESIAN COORDINATES (ANGSTROEM)
C -0.727 0.093 1.548  -1.01
C -1.286 0.464 0.396  0.95
C -1.679 1.893 0.137  -1.32
C -1.604 -0.520 -0.697  -1.14
H -0.515 -0.954 1.759  0.31
H -0.520 0.803 2.345  0.25
H -1.267 2.573 0.891  0.35
H -2.771 1.990 0.154  0.37
H -1.350 2.225 -0.854  0.31
H -1.163 -1.502 -0.503  0.29
H -1.227 -0.159 -1.660  0.28
H -2.691 -0.644 -0.790  0.37
C 1.499 1.134 -0.776  -0.15
O 1.418 0.440 -1.759  -0.40
H 1.052 2.145 -0.738  0.30
H 2.008 0.806 0.150  0.23
C 2.164 -2.159 0.078  -0.66
H 2.668 -2.810 0.792  0.35
H 2.850 -1.373 -0.243  0.18
H 1.844 -2.739 -0.792  0.22
H 1.298 -1.704 0.562  -0.08

Forces on the atoms, in the same order (eV/Å):
C -0.099 -0.114 0.006
C 0.061 -0.050 0.164
C -0.067 0.105 -0.014
C -0.029 -0.035 0.009
H 0.039 0.193 -0.081
H -0.028 -0.034 -0.138
H -0.080 -0.124 -0.104
H 0.120 -0.008 -0.024
H -0.031 -0.049 0.097
H -0.068 0.154 0.013
H -0.044 -0.053 0.118
H 0.128 0.051 -0.031
C -0.113 -0.190 -0.221
O 0.078 0.343 0.431
H 0.056 -0.062 -0.055
H 0.023 -0.052 -0.161
C 0.055 -0.041 -0.008
H -0.024 -0.003 -0.047
H -0.097 -0.136 -0.013
H 0.051 0.147 0.169
H 0.071 -0.041 -0.109

**Orbital gap**: 10.37 eV
**Maximum force**: 0.6 eV/A
**SMILES**: C=C(C)C.C=O.C
**Highest occupied orbital energy**: -9.5 eV
**DFT total energy**: -8495.132 eV
**ΔE to the lowest compared entry with this formula, charge and spin**: 40.6 kcal per mole

---

[2]
ORCA calculation (ωB97M-V with the def2-TZVPD basis set) on a cluster of 2 separate species, C3H11NOP in total in a non-equilibrium geometry.

Each line ends with the Mulliken charge.
CARTESIAN COORDINATES (ANGSTROEM)
C -0.538 -2.359 -0.466  -0.89
C 0.953 2.149 0.447  -0.77
C -0.419 -0.036 0.820  -0.49
N 0.582 0.694 0.063  -0.14
O -1.991 0.279 -1.128  -0.50
P -2.078 0.413 0.528  0.18
H -1.421 -2.485 0.187  0.32
H 0.323 -2.896 -0.029  0.34
H -0.670 -2.437 -1.466  0.36
H 1.485 2.646 -0.374  0.36
H 0.072 2.771 0.753  0.31
H 1.675 2.155 1.366  0.31
H -0.095 -0.696 1.725  0.38
H 0.197 0.785 -0.941  0.45
H 1.513 0.145 -0.018  0.43
H -2.680 0.634 -1.570  0.31
H -2.570 -0.759 0.920  0.02

Forces on the atoms, in the same order (eV/Å):
C 0.265 -0.387 4.720
C 0.923 0.566 2.390
C 1.181 -2.894 1.232
N 1.791 0.650 -2.023
O 3.671 -2.097 2.505
P -0.261 2.448 -0.841
H 0.485 0.222 -0.711
H -0.264 0.595 -0.418
H -0.355 0.287 -3.038
H -0.285 -0.475 0.014
H 0.504 -1.011 -0.523
H -1.402 -0.353 -1.705
H -0.384 1.759 -1.751
H 0.590 -0.484 1.624
H -2.015 0.986 0.175
H -3.642 2.074 -2.290
H -0.801 -1.885 0.641

**Orbital gap (alpha / beta)**: 7.86 / 8.57 eV
**Maximum force**: 4.9 eV/A
**Highest occupied orbital energy (alpha / beta)**: -12.7 / -12.6 eV
**Charge**: +1
**DFT total energy**: -16104.678 eV
**ΔE to the lowest compared entry with this formula, charge and spin**: 133.1 kcal per mole

---

[3]
ORCA calculation (ωB97M-V with the def2-TZVPD basis set) on a structure of composition C4H7N3.

Each line ends with the Mulliken charge.
CARTESIAN COORDINATES (ANGSTROEM)
C 1.576 0.900 -1.239  -1.13
C 0.307 0.893 -0.430  0.01
C -0.232 -0.988 -0.276  -0.50
C -1.468 -1.345 0.314  -0.27
N -1.384 -1.011 1.610  0.27
N -0.261 -0.400 1.936  -0.83
N 0.452 -0.410 0.801  0.17
H 1.751 1.915 -1.616  0.34
H 2.424 0.609 -0.615  0.32
H 1.503 0.207 -2.078  0.31
H 0.306 1.654 0.355  0.33
H -0.590 1.031 -1.034  0.30
H -2.343 -1.839 -0.083  0.45
H -2.038 -1.217 2.355  0.23

Forces on the atoms, in the same order (eV/Å):
C 0.004 -0.107 0.015
C 0.038 0.581 -0.179
C -0.169 -0.192 0.225
C 0.023 0.024 0.080
N -0.015 -0.006 -0.057
N -0.094 -0.122 -0.170
N 0.053 -0.091 0.050
H -0.038 -0.117 0.070
H -0.107 0.056 -0.095
H 0.020 0.102 0.115
H -0.005 -0.170 -0.091
H 0.095 -0.070 0.071
H 0.134 0.078 0.063
H 0.062 0.033 -0.097

**Orbital gap**: 8.72 eV
**Maximum force**: 0.6 eV/A
**Highest occupied orbital energy**: -8.2 eV
**DFT total energy**: -8726.429 eV
**ΔE to the lowest compared entry with this formula, charge and spin**: 121.1 kcal per mole

---

[4]
ORCA calculation (ωB97M-V with the def2-TZVPD basis set) on an isolated molecule of C3H5NS2 in a non-equilibrium geometry.

Each line ends with the Mulliken charge.
CARTESIAN COORDINATES (ANGSTROEM)
S 1.745 -2.014 -0.093  -0.35
C 0.767 -0.731 -0.148  0.17
C 1.037 0.778 -0.134  -0.41
C -0.494 0.911 -0.057  -0.41
N -0.590 -0.566 -0.144  -0.02
S -1.847 -1.668 -0.190  -0.10
H 1.536 1.177 -0.989  0.25
H 1.642 1.124 0.710  0.23
H -0.928 1.397 -0.966  0.25
H -0.913 1.306 0.904  0.26
H -1.956 -1.715 1.109  0.12

Forces on the atoms, in the same order (eV/Å):
S -0.087 -0.270 -0.085
C 0.698 -0.089 0.045
C -0.302 -0.648 1.034
C -1.147 0.889 -0.374
N 1.205 0.825 -0.225
S 0.118 0.230 -0.787
H -0.025 0.044 -0.912
H -0.442 -0.251 0.147
H 0.063 -0.178 0.960
H 0.307 -0.194 -0.943
H -0.387 -0.357 1.139

**Orbital gap**: 9.14 eV
**Maximum force**: 1.5 eV/A
**SMILES**: S=C1CCN1S
**Highest occupied orbital energy**: -8.5 eV
**DFT total energy**: -26351.266 eV
**ΔE to the lowest compared entry with this formula, charge and spin**: 33.8 kcal per mole